Record 1
# C36H77F4N2O12

10 unconnected molecules or ions with the total composition C36H77F4N2O12 at a distorted geometry (the ωB97M-V functional and the def2-TZVPD basis, the Open Molecules 2025 dataset).

As for the total energy: -2828.81903 Eh. Its total charge is +1. The calculation puts the lowest unoccupied orbital energy at -3.69 eV. The value obtained for the HOMO energy is -10.375 eV. The value obtained for the energy above the lowest of the compared OMol25 structures with the same formula, charge and spin is 11.285 eV. The calculation puts the orbital gap at 6.687 eV. Its spin multiplicity is 1.

Each line ends with the Mulliken charge.
CARTESIAN COORDINATES (ANGSTROEM)
C 8.40793 -1.34021 0.24154  -0.39
O 7.76520 -2.44188 0.93056  -0.34
C 7.81723 -3.67693 0.17610  -0.26
C 6.42289 -4.46620 0.49629  -0.98
C 5.15302 -3.83885 -0.27798  -0.02
C 5.23858 -4.02324 -1.90160  -0.57
C 4.49968 -2.74355 -2.57512  0.47
C 3.11692 -2.73575 -3.31387  -0.57
C 2.10503 -3.92792 -3.59412  0.73
F 1.25659 -3.72233 -4.71689  -0.23
F 1.26849 -4.03494 -2.42006  -0.22
F 2.72567 -5.19491 -3.76780  -0.22
N 2.99608 -1.28815 -3.64014  0.01
C 4.11997 -0.50859 -3.18292  -0.03
C 4.39463 1.06931 -3.27349  -0.63
C 4.66799 1.57411 -1.74208  -0.54
O 4.05452 2.84856 -1.45485  -0.39
C 4.43884 3.18857 -0.06767  -0.42
C 3.10461 2.95004 0.84457  -0.23
O 2.01562 3.59642 0.13493  -0.32
C 0.94205 2.69169 -0.14989  0.36
C 0.89296 1.66119 -1.31551  0.17
C -0.37640 0.74506 -1.55142  -0.29
C -1.66430 0.82648 -0.62777  0.11
C -2.96415 -0.11734 -0.94731  2.17
C -4.19830 0.61166 -0.21418  -1.59
C -3.19828 0.01951 -2.53664  -1.40
C -2.58029 -1.56927 -0.41062  -1.23
C -3.63470 -2.74899 -0.60542  1.99
C -3.94279 -3.18625 -2.12234  -1.24
C -5.04925 -2.57439 0.14100  -1.08
C -2.95081 -4.07224 0.08689  -1.15
C -1.58843 1.83347 0.56147  -0.57
C -0.31005 2.76556 0.81151  -0.90
N 5.08022 -1.39608 -2.51558  0.47
F 6.24682 -1.06120 -1.95983  -0.09
H 7.62791 -0.48084 0.20478  -0.02
H 9.31395 -0.89962 0.81807  0.27
H 8.78657 -1.58243 -0.81081  0.27
H 8.65435 -4.37259 0.57018  0.29
H 7.93215 -3.54782 -0.95570  0.23
H 6.52705 -5.60803 0.31807  0.37
H 6.21890 -4.36114 1.63447  0.35
H 4.21332 -4.44377 0.04047  0.33
H 4.92319 -2.74214 0.02458  0.03
H 6.32493 -4.08444 -2.26839  0.28
H 4.63452 -4.94938 -2.25073  0.35
H 2.17962 -0.89018 -4.14490  0.32
H 5.34640 1.32121 -3.86189  0.36
H 3.45673 1.57503 -3.70052  0.35
H 4.23624 0.79659 -1.01034  0.36
H 5.81842 1.57781 -1.59163  0.49
H 4.72928 4.31071 -0.04616  0.34
H 5.27891 2.50333 0.29721  0.31
H 2.92710 1.84966 1.09926  -0.02
H 3.27531 3.57329 1.81013  0.34
H 1.82074 1.61712 -2.00447  -0.10
H -0.30038 0.02736 -2.44818  0.05
H -4.13402 0.34533 0.90986  0.30
H -5.16852 0.18073 -0.65530  0.34
H -4.15469 1.76516 -0.33214  0.37
H -2.84971 1.08508 -2.83719  0.33
H -4.30664 -0.16523 -2.75530  0.36
H -2.50266 -0.72287 -3.07508  0.21
H -2.29138 -1.53005 0.71426  0.30
H -1.60363 -1.88828 -0.95405  0.19
H -3.02246 -3.18026 -2.81531  0.16
H -4.46536 -4.21927 -2.18509  0.30
H -4.67681 -2.39494 -2.55456  0.25
H -5.50975 -3.57029 0.51124  0.30
H -5.82442 -2.14076 -0.60011  0.19
H -4.95702 -1.81207 0.99538  0.19
H -1.88814 -4.26924 -0.29913  0.20
H -3.02888 -4.03515 1.23550  0.35
H -3.60081 -4.97304 -0.23888  0.11
H -2.44204 1.96239 1.30919  0.24
H -0.29153 3.51322 1.67729  0.26
C -8.51156 -4.22283 -1.33963  -0.59
O -7.68950 -3.43895 -0.48689  -0.43
H -7.87665 -4.75458 -2.04926  0.22
H -9.07437 -4.94684 -0.74529  0.25
H -9.19993 -3.57368 -1.88662  0.26
H -8.27516 -2.97969 0.13011  0.25
C 0.25334 5.84976 -2.47385  -0.44
O 1.45997 5.14746 -2.72970  -0.54
H -0.04226 6.38318 -3.37802  0.27
H -0.53322 5.14236 -2.19798  0.18
H 0.40950 6.56851 -1.66519  0.19
H 1.69826 4.68537 -1.91494  0.29
C -2.51508 5.58640 3.23446  -0.32
O -2.69455 4.32251 2.61115  -0.42
H -1.55168 5.99722 2.93019  -0.02
H -3.31174 6.26429 2.92282  0.22
H -2.53012 5.46506 4.32078  0.31
H -3.55381 3.98380 2.89771  0.29
C -3.91848 -7.88523 0.38098  -0.60
O -3.57968 -7.03294 1.46236  -0.47
H -4.73285 -7.43122 -0.18552  0.27
H -3.05094 -8.01288 -0.27188  0.25
H -4.24256 -8.85496 0.76623  0.28
H -2.85845 -7.45939 1.94492  0.25
C 1.03970 8.42235 2.37687  -0.45
O 0.07233 7.56729 1.78406  -0.45
H 0.58017 9.39062 2.57548  0.05
H 1.38699 7.98729 3.31724  0.31
H 1.88157 8.55519 1.69249  0.29
H 0.50515 6.71893 1.61936  0.22
C 2.77572 -1.11991 1.79832  -0.80
O 3.23248 -1.18866 0.45326  -0.17
H 3.61386 -0.84965 2.44160  0.29
H 1.99477 -0.36029 1.88323  0.20
H 2.38437 -2.09296 2.10421  0.31
H 2.47141 -1.42919 -0.09313  0.13
C -0.71371 -9.88396 2.74004  -0.54
O -2.11546 -9.99124 2.54074  -0.47
H -0.46222 -8.83778 2.91885  0.21
H -0.41829 -10.47971 3.60707  0.27
H -0.18693 -10.23507 1.84903  0.27
H -2.31028 -10.92470 2.38505  0.28
C -6.59438 6.34699 1.67912  -0.61
O -5.38472 5.67118 1.99111  -0.42
H -7.03495 6.72476 2.60222  0.22
H -6.38584 7.18453 1.00900  0.27
H -7.29186 5.65312 1.20336  0.24
H -5.01582 5.34742 1.15817  0.26
C -0.93202 11.41799 4.43267  -0.52
O -0.49512 10.15782 4.91889  -0.48
H -0.37704 12.20460 4.94470  0.22
H -0.74384 11.48384 3.35774  0.24
H -1.99948 11.54010 4.63258  0.25
H -1.00132 9.48080 4.45024  0.28

Forces on atoms 1 to 2 (eV/Å):
C 0.1 1.6 0.3
O 0.9 -0.2 -2.1

Record 2
# C6H4F2

C6H4F2 in the gas phase at a distorted geometry (the ωB97M-V functional and the def2-TZVPD basis, the Open Molecules 2025 dataset).

As for the total energy: -430.74645 Eh. The calculation puts the lowest unoccupied orbital energy at 0.80 eV. As for the structure (SMILES): Fc1ccc(F)cc1. The value obtained for the HOMO energy is -9.203 eV. The value obtained for the energy above the lowest of the compared OMol25 structures with the same formula, charge and spin is 0.442 eV. The calculation puts the orbital gap at 10.001 eV. Its spin multiplicity is 1.

Each line ends with the Mulliken charge.
CARTESIAN COORDINATES (ANGSTROEM)
C -1.33262 -0.02515 -0.09239  0.45
C -0.71526 1.24948 -0.00275  -0.47
C 0.68348 1.23756 -0.06238  -0.34
C 1.36645 0.02565 -0.01298  0.29
C 0.74578 -1.19502 0.06540  -0.26
C -0.68833 -1.25767 -0.05639  -0.59
H -1.38585 2.10940 0.13303  0.37
H 1.17476 2.19889 0.13318  0.34
H 1.27688 -2.16014 -0.02948  0.34
H -1.15885 -2.16792 0.05951  0.47
F -2.66872 -0.02031 -0.05130  -0.30
F 2.70228 0.00524 -0.08346  -0.30

Forces on atoms 1 to 2 (eV/Å):
C 0.3 0.3 0.6
C 0.2 -2.1 -0.5

Record 3
# C5H11NO3

2 unconnected molecules or ions with the total composition C5H11NO3 (the ωB97M-V functional and the def2-TZVPD basis, the Open Molecules 2025 dataset).

As for the total energy: -477.62028 Eh. The calculation puts the lowest unoccupied orbital energy at 0.84 eV. As for the structure (SMILES): COC(C)=O.CC(N)=O. The value obtained for the HOMO energy is -9.818 eV. The value obtained for the energy above the lowest of the compared OMol25 structures with the same formula, charge and spin is 0.142 eV. The calculation puts the orbital gap at 10.661 eV. Its spin multiplicity is 1.

Each line ends with the Mulliken charge.
CARTESIAN COORDINATES (ANGSTROEM)
O -1.11865 1.35179 0.78657  -0.61
C -0.68826 2.33766 0.20436  0.72
N 0.48162 2.30853 -0.50164  -0.37
C -1.39443 3.67573 0.20321  -1.05
H 0.83901 3.13477 -0.98757  0.18
H 1.00333 1.42925 -0.53615  0.24
H -2.32137 3.59643 0.79573  0.28
H -1.65816 3.98078 -0.82345  0.30
H -0.75722 4.45750 0.64978  0.31
O 1.82537 -1.57923 -0.31996  -0.58
O -0.12291 -2.72436 -0.25883  -0.31
C 0.96750 -2.15707 0.31147  0.82
C -0.18130 -2.58528 -1.68089  -0.56
C 0.94623 -2.35085 1.80050  -1.01
H -1.10585 -3.08426 -2.01682  0.24
H 0.67828 -3.06582 -2.17770  0.27
H -0.22014 -1.52729 -1.99034  0.23
H 0.04567 -1.88693 2.23684  0.27
H 0.94423 -3.42538 2.04946  0.31
H 1.83703 -1.88596 2.25543  0.31

Forces on atoms 1 to 2 (eV/Å):
O 0.2 0.5 -0.3
C 0.1 -0.4 0.1

Q: orbital gap of number 3 (C5H11NO3)?
A: 10.661 eV